Entry 1:
Molecular formula: C31H24NO3
Method: DFT, ωB97M-V/def2-TZVPD

XYZ file:
```
59
Properties=species:S:1:pos:R:3
C 6.787 0.517 3.990
O 6.379 -0.648 3.246
C 5.088 -1.066 3.337
C 4.674 -2.024 2.385
C 3.326 -2.282 2.215
C 2.357 -1.579 2.958
C 0.910 -1.690 2.484
C -0.051 -0.594 2.935
C -1.416 -0.872 3.092
C -2.379 0.122 3.137
C -3.797 -0.221 3.264
C -4.158 -1.407 3.942
C -5.495 -1.757 4.128
C -6.513 -0.948 3.608
C -6.179 0.210 2.889
C -4.837 0.560 2.716
C -1.951 1.518 2.935
O -2.767 2.397 2.595
C -0.507 1.790 3.053
C -0.020 3.159 3.152
C 1.188 3.439 3.836
C 1.610 4.756 4.017
C 0.871 5.816 3.470
C -0.299 5.548 2.747
C -0.728 4.236 2.586
C 0.385 0.735 2.977
C 2.785 -0.829 4.062
C 4.138 -0.540 4.242
H 7.820 0.674 3.684
H 6.182 1.397 3.731
H 6.746 0.336 5.073
H 5.433 -2.486 1.754
H 3.014 -3.021 1.469
H 0.995 -1.490 1.398
H -1.746 -1.910 3.137
H -3.371 -2.044 4.346
H -5.730 -2.666 4.684
H -7.559 -1.224 3.754
H -6.960 0.843 2.463
H -4.593 1.466 2.165
H 1.763 2.617 4.268
H 2.513 4.956 4.596
H 1.202 6.848 3.608
H -0.897 6.349 2.311
H -1.653 4.034 2.055
H 1.456 0.945 2.925
H 2.068 -0.443 4.789
H 4.459 0.120 5.051
N 0.392 -3.009 2.616
C -0.413 -3.466 1.530
O -0.746 -2.670 0.645
C -0.759 -4.875 1.533
C -0.408 -5.696 2.562
C 0.319 -5.162 3.647
C 0.720 -3.843 3.648
H -1.306 -5.186 0.647
H -0.678 -6.747 2.537
H 0.590 -5.783 4.499
H 1.326 -3.405 4.443
```

Results
**E_HOMO**: -0.11787 Eh
**Gap between HOMO and LUMO**: 5.62 eV
**SMILES**: COc1ccc([C@H](c2cc(-c3ccccc3)c([O-])c(-c3ccccc3)c2)n2ccccc2=O)cc1
**Energy**: -40170.27211 eV
**Lowest unoccupied orbital energy**: 2.4 eV
**Relative energy (zero: lowest compared OMol25 entry of this formula, charge and spin)**: 0.0 kcal/mol
**Total charge**: -1

How is the electron density shared among the atoms? According to natural (NBO), the charges in e are: number 1, C, carries -0.254; number 2, O, carries -0.505; number 3, C, carries 0.304; number 4, C, carries -0.270; number 5, C, carries -0.199; number 6, C, carries 0.034; number 7, C, carries -0.119; number 8, C, carries -0.088; number 9, C, carries -0.208; number 10, C, carries -0.142; number 11, C, carries 0.066; number 12, C, carries -0.249; number 13, C, carries -0.219; number 14, C, carries -0.259; number 15, C, carries -0.221; number 16, C, carries -0.236; number 17, C, carries 0.440; number 18, O, carries -0.732; number 19, C, carries -0.218; number 20, C, carries 0.073; number 21, C, carries -0.245; number 22, C, carries -0.231; number 23, C, carries -0.256; number 24, C, carries -0.218; number 25, C, carries -0.232; number 26, C, carries -0.198; number 27, C, carries -0.210; number 28, C, carries -0.320; number 29, H, carries 0.195; number 30, H, carries 0.188; number 31, H, carries 0.174; number 32, H, carries 0.219; number 33, H, carries 0.216; number 34, H, carries 0.245; number 35, H, carries 0.189; number 36, H, carries 0.202; number 37, H, carries 0.194; number 38, H, carries 0.193; number 39, H, carries 0.198; number 40, H, carries 0.259; number 41, H, carries 0.201; number 42, H, carries 0.194; number 43, H, carries 0.194; number 44, H, carries 0.199; number 45, H, carries 0.263; number 46, H, carries 0.194; number 47, H, carries 0.237; number 48, H, carries 0.215; number 49, N, carries -0.391; number 50, C, carries 0.606; number 51, O, carries -0.626; number 52, C, carries -0.303; number 53, C, carries -0.161; number 54, C, carries -0.343; number 55, C, carries 0.083; number 56, H, carries 0.226; number 57, H, carries 0.211; number 58, H, carries 0.216; number 59, H, carries 0.226

***

Entry 2:
Molecular formula: C31H25AlBrN4O4
Method: DFT, ωB97M-V/def2-TZVPD

XYZ file:
```
66
Properties=species:S:1:pos:R:3
Al -0.356 -0.370 -1.161
O -1.690 -1.298 -2.158
C -1.383 -2.024 -3.319
C -2.406 -2.628 -4.032
C -2.114 -3.335 -5.186
C -0.800 -3.460 -5.612
C 0.214 -2.846 -4.898
C -0.066 -2.118 -3.747
C 1.046 -1.411 -3.005
O 0.901 -1.437 -1.644
N 1.020 -0.017 -3.493
N 0.228 0.747 -2.748
C 0.197 2.030 -2.809
C -0.737 2.776 -2.030
Br -2.179 1.696 -1.346
C -0.665 4.090 -1.750
C 0.484 4.908 -2.083
C 1.786 4.393 -2.045
C 2.862 5.184 -2.392
C 2.659 6.497 -2.785
C 1.379 7.032 -2.788
C 0.299 6.252 -2.425
H -2.559 -1.562 -1.818
H -3.430 -2.549 -3.693
H -2.918 -3.795 -5.741
H -0.565 -4.039 -6.492
H 1.241 -2.939 -5.221
H 2.011 -1.849 -3.291
H 1.888 0.381 -3.837
H 0.849 2.587 -3.476
H -1.486 4.586 -1.252
H 1.956 3.390 -1.683
H 3.863 4.781 -2.347
H 3.501 7.107 -3.073
H 1.228 8.063 -3.074
H -0.700 6.663 -2.426
O 0.440 0.808 0.116
C -0.067 0.057 1.000
N 0.130 0.036 2.299
C -0.468 -1.183 2.860
C -1.304 -1.668 1.657
O -2.106 -2.556 1.635
N -0.954 -0.868 0.582
C 0.687 -2.128 3.172
C 1.510 -1.820 4.252
C 2.638 -2.578 4.509
C 2.952 -3.653 3.692
C 2.117 -3.983 2.641
C 0.991 -3.220 2.373
C -1.321 -0.927 4.081
C -1.602 -1.983 4.941
C -2.329 -1.758 6.096
C -2.788 -0.488 6.399
C -2.546 0.554 5.522
C -1.818 0.339 4.365
H 0.848 0.557 2.776
H 1.262 -0.987 4.896
H 3.277 -2.328 5.344
H 3.844 -4.230 3.881
H 2.346 -4.834 2.017
H 0.354 -3.487 1.544
H -1.242 -2.974 4.712
H -2.526 -2.580 6.766
H -3.339 -0.314 7.312
H -2.919 1.543 5.740
H -1.628 1.164 3.693
```

Results
**E_HOMO**: -0.41286 Eh
**Gap between HOMO and LUMO**: 7.83 eV
**Energy**: -123341.62890 eV
**Lowest unoccupied orbital energy**: -3.4 eV
**Total charge**: +1

How is the electron density shared among the atoms? According to natural (NBO), the charges in e are: number 1, Al, carries 1.860; number 2, O, carries -0.745; number 3, C, carries 0.243; number 4, C, carries -0.245; number 5, C, carries -0.180; number 6, C, carries -0.200; number 7, C, carries -0.188; number 8, C, carries -0.033; number 9, C, carries 0.229; number 10, O, carries -0.913; number 11, N, carries -0.427; number 12, N, carries -0.347; number 13, C, carries 0.028; number 14, C, carries -0.111; number 15, Br, carries 0.155; number 16, C, carries -0.139; number 17, C, carries -0.026; number 18, C, carries -0.229; number 19, C, carries -0.195; number 20, C, carries -0.178; number 21, C, carries -0.196; number 22, C, carries -0.195; number 23, H, carries 0.547; number 24, H, carries 0.222; number 25, H, carries 0.233; number 26, H, carries 0.231; number 27, H, carries 0.222; number 28, H, carries 0.194; number 29, H, carries 0.388; number 30, H, carries 0.232; number 31, H, carries 0.239; number 32, H, carries 0.216; number 33, H, carries 0.224; number 34, H, carries 0.228; number 35, H, carries 0.230; number 36, H, carries 0.221; number 37, O, carries -0.735; number 38, C, carries 0.766; number 39, N, carries -0.565; number 40, C, carries -0.045; number 41, C, carries 0.708; number 42, O, carries -0.530; number 43, N, carries -0.821; number 44, C, carries -0.050; number 45, C, carries -0.214; number 46, C, carries -0.196; number 47, C, carries -0.197; number 48, C, carries -0.211; number 49, C, carries -0.156; number 50, C, carries 0.044; number 51, C, carries -0.216; number 52, C, carries -0.193; number 53, C, carries -0.201; number 54, C, carries -0.189; number 55, C, carries -0.248; number 56, H, carries 0.437; number 57, H, carries 0.219; number 58, H, carries 0.224; number 59, H, carries 0.224; number 60, H, carries 0.222; number 61, H, carries 0.215; number 62, H, carries 0.231; number 63, H, carries 0.224; number 64, H, carries 0.224; number 65, H, carries 0.219; number 66, H, carries 0.214

***

Entry 3:
Molecular formula: C31H25AsCl3CuF54O6
Method: DFT, ωB97M-V/def2-TZVPD

XYZ file:
```
121
Properties=species:S:1:pos:R:3
Cu -0.887 0.725 -1.678
As 0.097 1.466 -4.539
F 1.163 2.878 -4.667
F -1.046 2.289 -3.393
F -0.994 0.023 -4.498
F 1.180 0.494 -5.585
F 0.844 0.813 -3.033
F -0.853 2.063 -5.949
C -1.644 -5.946 2.657
C -1.411 -5.023 1.431
C -0.112 -4.302 1.416
F 0.955 -5.069 1.367
F -0.080 -3.381 0.406
F -1.564 -5.724 0.336
F -2.401 -4.109 1.292
O -0.447 -6.731 2.972
C -0.690 -7.938 3.798
C 0.592 -8.716 4.001
F 0.339 -9.879 4.752
F 1.215 -9.060 2.862
F -1.068 -7.486 4.989
F -1.647 -8.740 3.307
H -2.552 -6.508 2.438
H -1.737 -5.163 3.409
H -0.029 -3.763 2.360
H 1.282 -8.140 4.618
C 5.377 -2.790 0.884
C 5.171 -3.837 2.058
C 4.521 -5.119 1.630
F 5.253 -5.948 0.852
F 4.047 -5.860 2.646
F 6.333 -3.977 2.716
F 4.377 -3.201 2.971
O 4.207 -2.366 0.172
C 4.298 -1.883 -1.166
C 2.892 -1.372 -1.573
F 1.876 -2.280 -1.403
F 2.491 -0.178 -1.101
F 5.231 -0.972 -1.364
F 4.769 -2.890 -1.949
H 6.190 -3.112 0.233
H 5.774 -1.871 1.315
H 3.676 -4.867 0.989
H 2.945 -1.190 -2.646
C -3.734 3.526 2.321
C -3.726 4.619 1.198
C -2.447 4.577 0.340
F -1.388 4.527 1.116
F -2.272 3.562 -0.483
F -4.790 4.448 0.392
F -3.779 5.821 1.757
O -3.542 2.227 1.754
C -2.791 1.343 2.559
C -2.663 -0.020 1.894
F -2.321 -0.033 0.616
F -1.887 -0.880 2.543
F -1.600 1.833 2.728
F -3.365 1.183 3.772
H -4.683 3.571 2.855
H -2.976 3.755 3.070
H -2.365 5.435 -0.326
H -3.651 -0.480 1.901
C -3.809 -1.396 -2.988
C -3.174 -2.536 -2.112
C -1.623 -2.583 -2.173
F -1.153 -2.734 -3.404
F -1.045 -1.579 -1.553
F -3.601 -2.474 -0.891
F -3.556 -3.689 -2.595
O -3.428 -0.075 -2.554
C -4.405 0.952 -2.647
C -5.115 1.173 -3.952
F -5.674 0.146 -4.486
F -5.935 2.212 -3.807
F -5.315 0.584 -1.718
F -3.809 2.091 -2.312
H -4.872 -1.637 -2.966
H -3.426 -1.491 -4.004
H -1.275 -3.512 -1.722
H -4.334 1.382 -4.683
C 1.548 2.624 4.074
C 2.829 3.481 4.075
C 2.808 4.485 5.225
F 1.651 5.156 5.234
F 2.896 3.884 6.380
F 3.950 2.777 4.200
F 3.026 4.064 2.873
O 1.505 1.718 2.946
C 1.444 0.322 3.271
C 1.579 -0.601 2.041
F 1.668 -1.869 2.392
F 0.641 -0.402 1.061
F 2.586 0.091 3.971
F 0.381 0.019 4.074
H 0.738 3.332 3.901
H 1.411 2.091 5.014
H 3.670 5.152 5.227
H 2.517 -0.365 1.539
C 0.946 6.709 -1.556
C -0.006 7.156 -2.650
C 0.185 6.397 -3.997
F -0.768 6.716 -4.871
F 1.446 6.644 -4.519
F -1.238 6.909 -2.230
F 0.127 8.451 -2.777
O 0.648 5.399 -0.968
C 1.720 4.494 -0.723
C 1.365 3.182 0.150
F 0.424 2.440 -0.397
F 2.464 2.450 0.426
F 2.202 4.226 -1.942
F 2.600 5.182 -0.087
H 1.021 7.478 -0.787
H 1.935 6.611 -2.004
H 0.116 5.328 -3.798
H 0.953 3.608 1.066
C -0.254 -2.057 -6.973
Cl -0.815 -1.028 -8.307
Cl 1.376 -2.605 -7.370
Cl -1.361 -3.429 -6.875
H -0.338 -1.433 -6.083
```

Results
**E_HOMO**: -0.38343 Eh
**Gap between HOMO and LUMO**: 10.16 eV
**Energy**: -334627.81151 eV
**Lowest unoccupied orbital energy**: -0.3 eV
**Relative energy (zero: lowest compared OMol25 entry of this formula, charge and spin)**: 9.0 kcal/mol

Mulliken population analysis, charges in e, atoms 1 to 99: number 1, Cu, carries 1.750; number 2, As, carries 2.033; number 3, F, carries -0.448; number 4, F, carries -0.626; number 5, F, carries -0.615; number 6, F, carries -0.491; number 7, F, carries -0.626; number 8, F, carries -0.533; number 9, C, carries -1.078; number 10, C, carries 1.134; number 11, C, carries 0.083; number 12, F, carries -0.310; number 13, F, carries -0.036; number 14, F, carries -0.335; number 15, F, carries -0.273; number 16, O, carries -0.275; number 17, C, carries 0.800; number 18, C, carries 0.223; number 19, F, carries -0.282; number 20, F, carries -0.216; number 21, F, carries -0.284; number 22, F, carries -0.273; number 23, H, carries 0.425; number 24, H, carries 0.328; number 25, H, carries 0.135; number 26, H, carries 0.230; number 27, C, carries -1.018; number 28, C, carries 0.978; number 29, C, carries 0.482; number 30, F, carries -0.305; number 31, F, carries -0.246; number 32, F, carries -0.325; number 33, F, carries -0.241; number 34, O, carries -0.256; number 35, C, carries 0.656; number 36, C, carries 0.160; number 37, F, carries -0.210; number 38, F, carries -0.106; number 39, F, carries -0.287; number 40, F, carries -0.317; number 41, H, carries 0.465; number 42, H, carries 0.356; number 43, H, carries -0.052; number 44, H, carries 0.247; number 45, C, carries -0.988; number 46, C, carries 1.022; number 47, C, carries 0.157; number 48, F, carries -0.269; number 49, F, carries -0.085; number 50, F, carries -0.291; number 51, F, carries -0.320; number 52, O, carries -0.307; number 53, C, carries 0.787; number 54, C, carries -0.024; number 55, F, carries -0.273; number 56, F, carries -0.257; number 57, F, carries -0.049; number 58, F, carries -0.338; number 59, H, carries 0.434; number 60, H, carries 0.346; number 61, H, carries 0.085; number 62, H, carries 0.188; number 63, C, carries -1.013; number 64, C, carries 0.845; number 65, C, carries 0.006; number 66, F, carries -0.241; number 67, F, carries -0.073; number 68, F, carries -0.149; number 69, F, carries -0.342; number 70, O, carries -0.378; number 71, C, carries 0.851; number 72, C, carries 0.123; number 73, F, carries -0.248; number 74, F, carries -0.258; number 75, F, carries -0.315; number 76, F, carries -0.176; number 77, H, carries 0.508; number 78, H, carries 0.279; number 79, H, carries 0.101; number 80, H, carries 0.287; number 81, C, carries -1.307; number 82, C, carries 1.091; number 83, C, carries -0.020; number 84, F, carries -0.258; number 85, F, carries -0.267; number 86, F, carries -0.314; number 87, F, carries -0.208; number 88, O, carries 0.105; number 89, C, carries 0.445; number 90, C, carries 0.143; number 91, F, carries -0.211; number 92, F, carries 0.166; number 93, F, carries -0.293; number 94, F, carries -0.259; number 95, H, carries 0.438; number 96, H, carries 0.599; number 97, H, carries 0.334; number 98, H, carries -0.056; number 99, C, carries -0.892

***

> Which of these has the highest energy?

C31H24NO3